# 1
ORCA calculation (the ωB97M-V functional and the def2-TZVPD basis) on a structure of composition C36H38NO8PSeSiTa.

Values from the calculation:
* HOMO: -11.02 eV
* Kohn-Sham gap: 7.22 eV
* spin multiplicity: 1
* net charge: +1
* LUMO: -3.8 eV

Each line ends with the Mulliken charge.
Element x y z (Å)
Ta: -0.350 -0.004 -1.588  1.75
Se: -2.137 1.681 -2.352  1.08
P: -0.670 2.120 1.320  2.20
Si: -1.050 -1.916 -4.133  0.95
O: -2.146 3.072 -1.635  -0.51
O: 2.167 -2.352 -2.611  -0.57
O: -0.545 1.334 -2.881  -0.68
O: -2.221 0.398 -1.262  -0.72
O: 1.355 -0.151 -0.985  -1.05
O: -3.143 1.456 -3.531  -0.67
O: -0.243 1.545 -0.033  -0.25
O: 4.585 0.707 2.359  -0.44
N: -0.921 -1.722 -2.327  1.18
C: 2.997 0.290 0.598  -0.39
C: 0.774 3.626 3.177  -0.58
C: -1.810 -4.974 0.199  -0.78
C: 4.175 2.066 2.406  -0.54
C: -2.004 -0.659 4.025  -0.82
C: -1.928 0.501 3.268  -0.60
C: -0.066 -0.540 -4.977  -1.34
C: 4.028 -0.094 1.444  0.68
C: -4.552 4.507 1.156  -0.64
C: 0.660 3.212 1.852  0.45
C: 0.138 -1.366 3.184  -0.47
C: -1.931 -3.945 -1.978  -0.56
C: 1.537 3.699 0.887  -0.28
C: 0.210 -0.219 2.412  -0.27
C: -2.167 4.440 1.416  -0.66
C: -2.880 -1.761 -4.568  -1.40
C: -0.928 -2.769 -0.153  0.14
C: -2.186 -5.013 -1.137  -1.00
C: -4.587 3.123 1.045  -0.99
C: 4.516 -1.400 1.377  -1.24
C: 4.025 -2.269 0.435  -0.81
C: -0.979 -1.592 3.979  -0.63
C: -0.183 -3.500 -4.696  -1.09
C: -0.825 0.716 2.449  -0.08
C: -3.416 2.393 1.122  -0.50
C: 2.535 4.592 1.246  -0.79
C: -1.203 -3.830 0.691  -0.48
C: -2.202 3.053 1.309  0.42
C: 2.650 5.002 2.568  -0.60
C: -3.346 5.165 1.343  -0.74
C: 1.773 4.518 3.530  -0.68
C: 3.022 -1.899 -0.470  0.56
C: -1.263 -2.808 -1.514  1.36
C: 2.662 -2.792 -1.594  1.15
C: 2.469 -0.598 -0.332  0.21
C: 2.994 -4.255 -1.476  -1.72
H: 4.071 -4.405 -1.576  0.45
H: 0.876 -0.317 -4.469  0.33
H: 1.077 -0.032 1.793  0.20
H: -3.316 6.243 1.422  0.44
H: -2.870 -0.836 4.649  0.47
H: -3.516 -1.887 -3.690  0.36
H: -2.717 1.241 3.309  0.58
H: 2.489 -4.796 -2.273  0.35
H: -0.419 -1.886 0.253  -0.62
H: 1.859 4.848 4.557  0.42
H: 1.424 3.381 -0.143  0.37
H: -2.684 -5.885 -1.541  0.43
H: 4.280 2.545 1.430  0.37
H: -3.081 -0.766 -4.966  0.38
H: -0.933 -3.756 1.737  0.41
H: 4.837 2.552 3.117  0.32
H: -3.435 1.316 1.005  0.66
H: -5.528 2.615 0.883  0.46
H: 0.791 -3.555 -4.215  0.16
H: -1.046 -2.492 4.576  0.48
H: -0.720 -4.425 -4.497  0.38
H: -1.224 4.954 1.546  0.35
H: 2.554 1.277 0.654  0.40
H: -1.990 -5.821 0.846  0.43
H: 3.211 4.981 0.497  0.42
H: 4.451 -3.261 0.369  0.44
H: -0.020 -3.441 -5.774  0.42
H: 0.952 -2.080 3.159  0.55
H: 0.177 -0.855 -5.993  0.50
H: 3.142 2.159 2.752  0.12
H: -2.259 -3.989 -3.007  0.49
H: 5.303 -1.688 2.059  0.51
H: 2.682 -4.646 -0.508  0.42
H: -3.195 -2.487 -5.319  0.44
H: 3.420 5.708 2.848  0.41
H: 0.084 3.251 3.925  0.45
H: -0.647 0.376 -5.060  0.30
H: -5.468 5.076 1.084  0.42

---

# 2
ORCA calculation (the ωB97M-V functional and the def2-TZVPD basis) on a structure of composition C36H39BaCl2PSb2.

Values from the calculation:
* HOMO: -13.67 eV
* Kohn-Sham gap: 8.52 eV
* spin multiplicity: 1
* net charge: +2
* LUMO: -5.1 eV

Each line ends with the Mulliken charge.
Element x y z (Å)
Ba: 0.251 0.783 -0.957  0.71
Sb: 1.253 -2.493 -1.351  1.40
Sb: -1.952 0.532 1.690  1.40
Cl: -1.800 3.351 -1.860  0.03
Cl: -0.388 1.857 -3.954  -0.09
P: 1.942 3.593 -0.987  0.96
C: 4.103 -2.304 2.678  -0.51
C: -2.074 -2.844 4.413  -0.65
C: 3.124 2.554 -0.028  -1.28
C: -1.745 -1.264 -1.047  -1.46
C: -3.612 1.823 1.875  0.21
C: 1.743 5.032 0.106  -1.61
C: -3.624 -1.986 2.270  -0.06
C: 0.365 -5.205 -0.257  -0.10
C: -0.548 -1.856 -0.242  -0.83
C: -3.167 -3.590 4.002  -0.52
C: -5.755 3.589 1.979  -0.47
C: -5.904 2.287 2.436  -0.63
C: 2.555 -1.235 1.186  0.73
C: 0.999 -5.249 -2.587  -0.63
C: 0.826 -4.546 -1.398  0.10
C: -4.533 4.018 1.481  -0.80
C: 3.847 3.653 -4.569  -0.70
C: 3.491 5.436 -2.462  -0.34
C: 3.979 -3.477 1.950  -0.73
C: -0.947 3.464 -3.414  -0.25
C: 3.092 3.286 -3.468  -0.31
C: -4.836 1.402 2.386  -0.25
C: -1.750 -1.666 3.753  -0.64
C: 2.416 -2.409 0.445  0.37
C: 4.234 5.808 -3.574  -0.66
C: 2.916 4.169 -2.400  0.44
C: 0.081 -6.560 -0.313  -0.75
C: -3.462 3.138 1.436  -0.45
C: 0.715 -6.608 -2.636  -0.55
C: 0.256 -7.259 -1.502  -0.47
C: -3.943 -3.163 2.932  -0.80
C: 3.392 -1.179 2.293  -0.87
C: -2.526 -1.228 2.681  0.28
C: 4.417 4.919 -4.623  -0.50
C: -2.548 -0.115 -0.349  -1.61
C: 3.148 -3.528 0.838  -0.15
H: 3.987 2.959 -5.387  0.41
H: -4.799 -3.743 2.616  0.44
H: -4.962 0.394 2.761  0.44
H: -1.475 -3.176 5.250  0.44
H: -6.590 4.275 2.025  0.40
H: 4.675 6.795 -3.617  0.41
H: -3.422 -4.505 4.519  0.44
H: 1.199 4.727 1.000  0.35
H: 1.359 -4.748 -3.477  0.35
H: -0.074 4.096 -3.293  0.15
H: 0.245 -4.676 0.681  0.44
H: -0.187 -1.208 0.574  0.49
H: -4.411 5.039 1.144  0.41
H: -3.582 -0.430 -0.229  0.50
H: 2.060 -0.291 0.935  -0.60
H: 3.420 1.674 -0.608  0.42
H: -2.422 -2.094 -1.243  0.40
H: 3.072 -4.453 0.282  0.47
H: -0.894 -1.088 4.082  0.42
H: 5.001 5.212 -5.484  0.41
H: 4.534 -4.359 2.243  0.41
H: 3.365 6.142 -1.653  0.30
H: 4.758 -2.262 3.538  0.41
H: -0.870 -2.742 0.304  0.20
H: 0.035 -8.317 -1.541  0.41
H: -1.639 3.837 -4.159  0.39
H: 0.853 -7.155 -3.558  0.41
H: 3.487 -0.257 2.852  0.43
H: 2.706 5.444 0.409  0.45
H: -1.463 -0.953 -2.074  0.41
H: 4.036 3.100 0.219  0.47
H: -0.271 -7.073 0.571  0.42
H: -6.854 1.960 2.840  0.42
H: -4.245 -1.666 1.442  0.37
H: -2.499 3.492 1.079  0.50
H: 2.637 2.300 -3.441  0.18
H: -2.626 0.784 -0.977  0.88
H: 2.665 2.229 0.912  0.36
H: 1.162 5.807 -0.394  0.43

---

# 3
ORCA calculation (the ωB97M-V functional and the def2-TZVPD basis) on a structure of composition C36H39CrF6OSSbSi.

Values from the calculation:
* ⟨S²⟩: 8.780
* HOMO (alpha / beta): -10.98 / -10.99 eV
* Kohn-Sham gap (alpha / beta): 8.38 / 5.13 eV
* spin multiplicity: 6
* net charge: +1
* LUMO (alpha / beta): -2.6 / -5.9 eV

Each line ends with the Mulliken spin population.
Element x y z (Å)
Sb: -1.448 0.023 2.734  0.16
Cr: 0.592 -0.201 0.942  3.86
S: 1.175 -2.874 2.389  0.02
Si: -0.555 3.509 0.887  0.02
F: -2.923 1.109 2.460  0.01
F: -1.282 0.139 0.712  0.02
F: -0.588 2.387 2.095  0.00
F: 1.146 1.414 0.231  0.03
F: 2.293 -0.665 1.580  0.03
F: -2.552 -1.460 2.460  0.00
O: 0.062 -2.056 1.654  -0.17
C: -2.874 5.048 0.429  0.00
C: -1.030 -4.530 2.474  0.00
C: -2.319 -1.066 -2.093  -0.04
C: -3.176 5.809 3.077  0.00
C: 1.141 4.218 0.916  0.01
C: -0.863 -6.831 3.169  0.00
C: 1.118 -5.471 3.116  0.00
C: 3.764 5.200 0.898  0.00
C: 2.337 -0.870 5.666  0.00
C: -3.976 5.803 0.809  0.00
C: 2.936 5.412 -0.196  0.00
C: -0.400 0.484 -2.514  0.06
C: -1.626 -5.760 2.721  0.00
C: -2.078 5.058 2.691  0.00
C: 1.247 -0.996 6.514  0.00
C: -1.910 4.657 1.360  0.00
C: -0.462 -3.215 -1.507  0.01
C: 0.336 -4.405 2.686  0.00
C: 1.199 -2.194 4.035  0.00
C: 1.636 4.923 -0.183  0.00
C: 0.506 -6.689 3.365  0.00
C: 2.320 -1.470 4.412  0.00
C: -4.131 6.177 2.135  0.00
C: 1.848 -0.233 -1.799  0.09
C: 0.127 -1.725 6.121  0.00
C: 3.281 0.096 -1.628  -0.03
C: -1.384 1.476 -3.078  0.01
C: 1.465 2.171 -2.491  -0.01
C: 0.067 -1.827 -1.689  0.19
C: 0.097 -2.334 4.878  0.02
C: -0.856 -0.782 -2.123  0.08
C: 3.288 4.500 2.000  0.00
C: 0.927 0.794 -2.297  0.17
C: 1.988 4.012 2.008  0.00
C: 2.369 -2.564 -0.965  0.01
C: 1.395 -1.531 -1.466  0.34
H: -1.609 -3.681 2.134  0.00
H: -0.716 -1.832 6.790  0.00
H: -4.995 6.755 2.438  0.00
H: -2.566 -1.803 -1.332  0.00
H: -4.718 6.092 0.075  0.00
H: 1.097 -7.529 3.705  0.00
H: -2.109 0.978 -3.720  0.00
H: -0.739 -3.377 -0.458  0.03
H: -2.767 4.760 -0.613  0.00
H: -2.690 -5.879 2.567  0.00
H: 3.204 -0.300 5.975  0.00
H: 2.088 2.222 -3.390  0.02
H: 3.145 -1.352 3.721  0.00
H: 3.049 -2.127 -0.237  0.00
H: 0.287 -3.956 -1.774  0.01
H: -1.336 -7.785 3.363  0.00
H: 3.592 0.948 -2.223  0.00
H: 4.778 5.580 0.893  0.00
H: -0.891 2.234 -3.678  0.00
H: 3.433 0.346 -0.567  0.03
H: 1.636 3.458 2.871  0.00
H: 3.301 5.961 -1.055  0.00
H: 1.857 -3.390 -0.480  0.00
H: -1.346 -3.391 -2.115  0.00
H: 2.959 -2.977 -1.788  0.00
H: -3.293 6.107 4.111  0.00
H: 3.933 4.333 2.853  0.00
H: 0.999 5.105 -1.045  0.00
H: -0.763 -2.918 4.575  0.00
H: 2.076 2.447 -1.632  0.01
H: -1.338 4.783 3.437  0.00
H: -2.883 -0.161 -1.881  0.00
H: -1.937 1.979 -2.280  0.00
H: -0.924 2.906 -0.412  0.00
H: -2.653 -1.453 -3.063  0.02
H: 0.671 2.904 -2.582  0.00
H: 2.188 -5.350 3.256  0.00
H: 1.268 -0.529 7.490  0.00
H: 3.917 -0.757 -1.858  0.01

---

# 4
ORCA calculation (the ωB97M-V functional and the def2-TZVPD basis) on a structure of composition C36H39N3Na.

Values from the calculation:
* HOMO: -1.42 eV
* Kohn-Sham gap: 3.11 eV
* spin multiplicity: 1
* net charge: -1
* LUMO: 1.7 eV

Each line ends with the Mulliken charge.
Element x y z (Å)
Na: 2.569 1.224 1.383  0.78
N: 2.451 5.323 -0.979  0.17
N: -6.999 -1.312 -0.846  0.12
N: 4.680 -4.324 -0.830  0.18
C: 1.639 1.489 3.712  -0.96
C: -0.214 -0.544 3.223  0.77
C: 4.171 -1.979 -0.527  -1.23
C: -1.618 0.336 -0.486  -1.14
C: -4.684 -1.856 -0.388  -0.45
C: 2.375 -3.576 -0.920  -0.71
C: 0.471 1.804 3.000  -0.17
C: 4.298 -5.708 -1.011  -1.18
C: 2.781 3.009 -1.629  -0.75
C: 1.858 -1.182 -0.733  0.64
C: -5.691 -0.936 -0.788  1.26
C: -1.694 0.742 1.962  -1.29
C: 3.245 -0.948 -0.519  -0.73
C: -3.980 0.761 -1.084  -1.33
C: 6.103 -4.061 -0.813  -1.12
C: 1.465 -2.534 -0.928  -1.05
C: -8.009 -0.433 -1.399  -1.00
C: -2.977 -0.150 -0.670  0.23
C: -2.356 -0.456 2.369  -0.50
C: 0.864 3.644 -0.270  -1.35
C: 1.006 -0.858 3.830  -0.53
C: 3.774 5.706 -1.423  -1.28
C: 2.040 4.021 -0.963  1.16
C: 2.344 1.695 -1.620  -0.80
C: 1.207 1.289 -0.870  -0.88
C: 3.764 -3.320 -0.751  1.31
C: -1.430 -1.286 3.030  -1.63
C: 1.939 0.155 4.049  -0.43
C: 1.581 6.418 -0.599  -1.16
C: 0.494 2.315 -0.207  0.41
C: -0.494 -0.486 -0.390  -0.16
C: -3.350 -1.481 -0.388  -1.06
C: -0.438 0.782 2.690  0.84
C: -7.446 -2.584 -0.316  -0.96
C: 0.841 -0.125 -0.681  1.48
C: -5.306 0.385 -1.143  -0.27
H: 0.419 -2.770 -1.124  0.43
H: -0.385 2.063 0.385  0.08
H: -6.066 1.105 -1.451  0.29
H: -7.735 -0.107 -2.412  0.34
H: -4.960 -2.870 -0.092  0.21
H: -1.492 1.304 -0.980  0.72
H: 2.879 0.960 -2.226  0.66
H: -3.394 -0.711 2.168  0.64
H: -7.290 -2.646 0.773  0.33
H: 6.613 -4.962 -1.168  0.40
H: -6.909 -3.420 -0.784  0.29
H: 2.885 -0.073 4.549  0.35
H: 0.528 6.146 -0.722  0.34
H: -3.696 1.780 -1.353  0.36
H: 1.744 6.723 0.447  0.29
H: 2.025 -4.597 -1.073  0.24
H: -2.590 -2.216 -0.124  0.32
H: 2.321 2.289 4.021  0.40
H: 3.684 3.279 -2.178  0.41
H: 6.363 -3.218 -1.467  0.35
H: 3.395 -5.945 -0.439  0.35
H: 3.647 0.068 -0.403  0.25
H: -8.952 -0.986 -1.442  0.24
H: 5.125 -6.333 -0.657  0.42
H: 4.025 6.668 -0.963  0.43
H: 1.800 7.281 -1.239  0.44
H: -1.583 -2.309 3.374  0.37
H: 0.215 2.839 2.756  0.33
H: 4.113 -5.950 -2.070  0.31
H: -2.167 1.649 1.578  0.68
H: 5.229 -1.754 -0.374  0.35
H: 1.185 -1.890 4.146  0.37
H: 3.820 5.825 -2.517  0.30
H: -8.515 -2.680 -0.529  0.25
H: 0.259 4.398 0.239  0.21
H: 4.522 4.961 -1.127  0.42
H: -8.147 0.467 -0.781  0.31
H: -0.655 -1.499 -0.017  0.06
H: 6.464 -3.831 0.201  0.27

---

# 5
ORCA calculation (the ωB97M-V functional and the def2-TZVPD basis) on a structure of composition C36H39N3O3ReTe.

Values from the calculation:
* ⟨S²⟩: 0.796
* HOMO (alpha / beta): -13.60 / -13.51 eV
* Kohn-Sham gap (alpha / beta): 7.32 / 7.27 eV
* spin multiplicity: 2
* net charge: +2
* LUMO (alpha / beta): -6.3 / -6.2 eV

Each line ends with the Mulliken spin population.
Element x y z (Å)
Re: -3.225 0.802 -0.557  1.20
Te: 1.539 0.863 -1.628  0.00
O: -4.005 1.377 -2.486  0.02
O: -4.588 0.374 2.064  0.00
O: -1.063 0.166 -0.353  -0.02
N: -4.790 0.670 0.739  0.01
N: 0.829 1.388 0.202  0.00
N: -4.829 0.985 -1.547  -0.02
C: -1.722 2.615 1.697  0.00
C: -0.307 0.979 0.530  -0.10
C: 2.341 -3.813 -0.564  0.00
C: 5.972 2.853 -1.334  0.00
C: 2.453 3.818 -0.313  0.00
C: -1.027 0.644 2.920  0.03
C: -7.218 1.531 -1.963  0.00
C: 3.589 2.998 -0.864  0.00
C: 0.450 -1.739 -3.120  0.00
C: 4.333 -0.163 -2.941  0.00
C: 2.752 -1.467 -0.044  0.00
C: 1.943 -1.131 -1.135  0.00
C: 2.558 -5.268 -0.266  0.00
C: -2.951 -3.753 1.930  0.01
C: -2.237 -0.579 0.166  -0.16
C: -1.673 -4.272 2.105  -0.02
C: 4.879 3.510 -0.787  0.00
C: -1.028 1.406 1.759  0.08
C: -6.053 1.121 -1.135  -0.02
C: 2.923 -2.824 0.218  0.00
C: -6.018 0.825 0.285  -0.02
C: 4.491 1.096 -2.127  0.00
C: -1.732 1.097 4.024  0.01
C: 3.432 1.758 -1.489  0.00
C: 1.546 -3.429 -1.642  0.00
C: 7.353 3.433 -1.244  0.00
C: -0.725 -2.382 0.962  -0.01
C: 5.752 1.662 -2.021  0.00
C: -3.121 -2.546 1.281  -0.04
C: 3.470 -0.474 0.832  0.00
C: -2.434 2.294 3.968  0.00
C: -7.223 0.711 1.152  0.00
C: -0.565 -3.588 1.623  0.02
C: 1.329 -2.096 -1.949  0.00
C: -2.007 -1.851 0.795  0.06
C: -2.430 3.055 2.807  0.01
H: 3.388 -0.197 -3.492  0.00
H: 4.418 -0.177 0.378  0.00
H: 5.025 4.468 -0.302  0.00
H: 1.610 -5.807 -0.244  0.00
H: -7.249 1.498 1.911  0.00
H: 2.894 0.431 1.016  0.00
H: 0.072 -2.640 -3.597  0.00
H: 0.428 -3.995 1.759  0.00
H: 3.543 -3.112 1.059  0.00
H: -0.478 -0.288 2.964  0.00
H: 8.056 2.701 -0.845  0.00
H: -7.738 2.373 -1.506  0.00
H: -4.110 -2.128 1.146  0.00
H: 0.141 -1.860 0.577  -0.02
H: -7.251 -0.259 1.655  0.00
H: 3.171 -5.727 -1.044  0.00
H: 7.711 3.720 -2.234  0.00
H: -2.948 4.004 2.774  0.00
H: -3.810 -4.292 2.304  0.00
H: -1.542 -5.215 2.619  0.00
H: 5.123 -0.217 -3.687  0.00
H: 4.391 -1.062 -2.326  0.00
H: -8.128 0.807 0.557  0.00
H: 3.696 -0.928 1.795  0.00
H: 7.375 4.314 -0.607  0.00
H: 1.549 3.731 -0.922  0.00
H: -6.880 1.825 -2.954  0.00
H: -7.926 0.708 -2.069  0.00
H: -1.658 3.234 0.807  -0.01
H: 1.078 -4.190 -2.255  0.00
H: -5.385 0.629 2.556  0.00
H: 2.732 4.870 -0.307  0.00
H: -1.724 0.517 4.937  0.00
H: 2.197 3.526 0.704  0.00
H: -0.414 -1.144 -2.813  0.00
H: 0.993 -1.176 -3.883  0.00
H: -2.966 2.647 4.841  0.00
H: 3.064 -5.411 0.686  0.00
H: 6.585 1.169 -2.509  0.00

---

Look up the spin multiplicity of the second one.
1

---

What is the formula in the second record?
C36H39BaCl2PSb2